The following is a DFT calculation (ωB97M-V with the def2-TZVPD basis set) of C4H6O2 as an isolated structure at a distorted geometry.

Orbital gap, eV: 9.914
Net charge: 0
ΔE to the lowest compared entry with this formula, charge and spin, kcal per mole: 121.3

Each line ends with the Löwdin charge.
Geometry (Å):
O: -0.56 0.83 -1.53  -0.010
C: -0.02 1.08 -0.29  -0.293
C: -0.22 0.17 0.92  -0.090
C: -0.17 -1.21 0.29  -0.142
O: 1.14 -1.02 -0.18  -0.033
C: 1.15 0.35 0.28  -0.155
H: -0.83 -0.11 -1.56  0.045
H: -0.09 2.13 -0.03  0.153
H: -0.62 0.50 1.87  0.134
H: -0.67 -2.13 0.31  0.068
H: -1.21 -1.36 -0.71  0.170
H: 2.09 0.76 0.64  0.153

---

The following is a DFT calculation (ωB97M-V with the def2-TZVPD basis set) of C5H6O2 as an isolated structure.

Orbital gap, eV: 10.618
Net charge: 0
ΔE to the lowest compared entry with this formula, charge and spin, kcal per mole: 63.8

Each line ends with the Löwdin charge.
Geometry (Å):
O: 2.30 1.34 -1.34  0.071
C: 1.67 0.92 -0.40  -0.188
C: 0.82 -0.32 -0.46  -0.264
O: 0.68 -0.93 0.82  -0.044
C: -0.74 -1.02 0.63  -0.227
C: -1.31 0.35 0.69  -0.039
C: -0.68 -0.14 -0.59  -0.120
H: 1.65 1.42 0.59  0.136
H: 1.20 -1.03 -1.20  0.165
H: -1.12 -2.01 0.85  0.149
H: -2.39 0.51 0.58  0.112
H: -0.83 1.06 1.37  0.110
H: -1.24 -0.15 -1.52  0.138

---

The following is a DFT calculation (ωB97M-V with the def2-TZVPD basis set) of a single C4H7ClS molecule at a distorted geometry.

Orbital gap, eV: 9.579
Net charge: 0
Structure (SMILES): CS/C(C)=C\Cl
ΔE to the lowest compared entry with this formula, charge and spin, kcal per mole: 6.7

Each line ends with the Löwdin charge.
Geometry (Å):
C: 2.04 0.29 -0.45  -0.375
C: -0.60 -0.29 -0.06  -0.714
C: -1.18 -0.87 1.18  -0.122
C: -1.22 0.73 -0.68  -0.595
H: 2.11 0.60 0.60  0.044
H: 3.03 0.05 -0.78  0.023
H: 1.74 1.13 -1.03  -0.012
H: -2.05 -0.33 1.50  0.076
H: -0.40 -0.85 1.91  0.067
H: -1.33 -1.91 0.92  0.076
H: -2.21 1.08 -0.27  0.084
S: 0.87 -1.11 -0.65  0.843
Cl: -0.80 1.48 -2.19  0.604

---

The following is a DFT calculation (ωB97M-V with the def2-TZVPD basis set) of a single C5H10OS2 molecule at a distorted geometry.

Orbital gap, eV: 9.850
Net charge: 0
Structure (SMILES): CCSSCCC=O
ΔE to the lowest compared entry with this formula, charge and spin, kcal per mole: 7.6

Each line ends with the Löwdin charge.
Geometry (Å):
C: -2.27 0.95 1.14  -0.232
C: -3.43 1.46 0.33  -0.279
O: -4.01 2.47 0.63  0.047
C: -1.33 0.06 0.37  -0.535
S: -0.41 0.84 -1.04  0.457
S: 1.47 0.70 -0.52  0.447
C: 2.13 -0.93 -1.08  -0.560
C: 3.42 -1.21 -0.37  -0.204
H: -1.81 1.78 1.68  0.123
H: -2.71 0.42 2.00  0.131
H: -3.76 0.92 -0.57  0.128
H: -1.92 -0.76 -0.06  0.070
H: -0.57 -0.42 0.98  0.060
H: 2.33 -0.84 -2.14  0.068
H: 1.38 -1.67 -0.78  0.066
H: 3.77 -2.23 -0.52  0.073
H: 3.51 -0.99 0.69  0.066
H: 4.22 -0.54 -0.72  0.073

---

The following is a DFT calculation (ωB97M-V with the def2-TZVPD basis set) of C21H24N6RhS3 as an isolated structure at a distorted geometry.

<S²>: 6.024
Orbital gap (alpha / beta), eV: 4.814 / 5.057
Net charge: -1
Spin multiplicity: 5

Each line ends with the Löwdin spin population.
Geometry (Å):
Rh: -0.24 0.04 0.07  2.157
C: -1.45 0.58 2.95  0.005
N: -1.24 -0.69 2.27  0.073
C: -2.42 -1.36 1.73  0.006
C: -2.07 -2.14 0.52  0.006
N: -1.19 -1.78 -0.42  0.070
C: -1.18 -2.80 -1.34  0.005
C: -0.43 -2.98 -2.51  0.002
C: -0.63 -4.15 -3.23  0.000
C: -1.54 -5.12 -2.83  0.001
C: -2.31 -4.95 -1.68  0.001
C: -2.10 -3.79 -0.95  0.003
N: -2.63 -3.37 0.23  0.001
C: -0.45 1.59 2.50  0.007
N: 0.04 1.71 1.26  0.084
C: 0.64 2.94 1.20  0.006
C: 1.25 3.61 0.14  0.002
C: 1.76 4.88 0.38  0.000
C: 1.67 5.48 1.63  0.001
C: 1.04 4.84 2.70  0.000
C: 0.52 3.58 2.45  0.003
N: -0.16 2.70 3.25  0.002
H: -1.45 0.49 4.05  0.001
H: -2.45 0.94 2.63  0.000
H: -0.64 -1.32 2.78  0.001
H: -3.14 -0.56 1.46  0.001
H: -2.92 -2.02 2.47  0.001
H: 0.28 -2.24 -2.81  0.000
H: -0.05 -4.32 -4.13  0.000
H: -1.66 -6.02 -3.42  0.000
H: -3.02 -5.70 -1.36  0.000
H: -3.39 -3.80 0.73  0.001
H: 1.30 3.16 -0.84  0.001
H: 2.23 5.41 -0.42  0.000
H: 2.09 6.46 1.78  0.000
H: 0.96 5.29 3.68  0.000
H: -0.50 2.87 4.19  0.001
S: -4.55 0.73 -1.82  0.049
C: -3.43 1.25 -0.68  0.032
S: -3.90 1.72 0.86  0.023
S: -1.79 1.41 -1.19  0.166
C: 1.85 0.38 -2.26  0.038
C: 2.48 -0.25 -1.00  0.137
C: 3.58 0.71 -0.48  0.040
C: 3.16 -1.59 -1.39  0.038
N: 1.53 -0.51 0.00  1.003
H: 2.60 0.50 -3.04  0.004
H: 1.42 1.35 -2.01  0.004
H: 1.05 -0.26 -2.63  0.003
H: 4.32 0.90 -1.26  0.005
H: 4.08 0.27 0.38  0.002
H: 3.13 1.65 -0.17  0.001
H: 3.89 -1.43 -2.18  0.006
H: 2.40 -2.29 -1.73  0.002
H: 3.66 -2.01 -0.52  0.002

---

The following is a DFT calculation (ωB97M-V with the def2-TZVPD basis set) of an isolated ion of composition C27H30Br2NO2 and charge +1 at a distorted geometry.

Orbital gap, eV: 6.750
Net charge: +1
Structure (SMILES): COC(=O)[C@H]1CCC/[N+]1=C1\CCCC[C@@H]1[C@@H](/C=C/c1ccc(Br)cc1)c1ccc(Br)cc1
ΔE to the lowest compared entry with this formula, charge and spin, kcal per mole: 36.3

Each line ends with the Löwdin charge.
Geometry (Å):
C: 3.73 -0.14 0.74  0.027
O: 2.70 -0.84 -0.07  -0.068
C: 2.10 -1.92 0.48  -0.449
O: 2.07 -2.14 1.69  0.102
C: 1.43 -2.87 -0.49  -0.138
C: 2.09 -4.27 -0.32  -0.085
C: 1.04 -5.20 0.27  -0.132
C: -0.31 -4.48 0.13  -0.128
N: 0.02 -3.10 -0.18  -0.001
C: -0.99 -2.20 -0.27  -0.066
C: -0.81 -0.83 0.18  -0.064
C: -2.10 -0.06 0.42  -0.185
C: -3.44 -0.76 0.45  -0.177
C: -3.49 -1.82 -0.64  -0.171
C: -2.34 -2.81 -0.47  -0.113
H: 4.72 -0.47 0.36  0.108
H: 3.61 0.95 0.56  0.100
H: 3.61 -0.39 1.81  0.098
H: 1.61 -2.45 -1.50  0.176
H: 2.39 -4.63 -1.30  0.124
H: 2.97 -4.23 0.33  0.130
H: 0.98 -6.16 -0.26  0.122
H: 1.21 -5.41 1.32  0.123
H: -0.90 -4.95 -0.68  0.133
H: -0.90 -4.54 1.07  0.146
H: -0.04 -1.03 1.03  0.126
H: -1.97 0.61 1.29  0.145
H: -2.23 0.55 -0.47  0.096
H: -3.58 -1.22 1.45  0.124
H: -4.21 0.01 0.30  0.130
H: -4.47 -2.33 -0.58  0.125
H: -3.43 -1.37 -1.63  0.121
H: -2.34 -3.50 -1.31  0.136
H: -2.60 -3.40 0.42  0.143
Br: 3.08 1.80 5.59  0.775
C: 2.07 1.52 4.02  -0.695
C: 1.36 0.33 3.87  -0.106
C: 0.55 0.16 2.73  -0.042
C: 0.70 1.04 1.64  -0.191
C: 0.22 0.69 0.19  -0.110
C: -0.50 1.85 -0.36  -0.161
C: -0.80 2.04 -1.64  -0.039
C: -0.90 3.34 -2.30  -0.204
C: -1.52 3.48 -3.58  -0.027
C: -1.56 4.71 -4.23  -0.118
C: -1.00 5.84 -3.62  -0.665
Br: -0.95 7.50 -4.56  0.753
C: -0.39 5.74 -2.37  -0.109
C: -0.36 4.51 -1.71  -0.017
C: 1.35 2.26 1.84  -0.044
C: 2.01 2.52 3.04  -0.104
H: 1.40 -0.46 4.60  0.115
H: -0.15 -0.66 2.76  0.120
H: 1.10 0.44 -0.49  0.154
H: -0.87 2.62 0.36  0.151
H: -0.92 1.16 -2.32  0.143
H: -1.98 2.60 -4.03  0.117
H: -2.05 4.81 -5.19  0.107
H: 0.04 6.62 -1.92  0.101
H: 0.08 4.44 -0.70  0.107
H: 1.33 3.02 1.04  0.120
H: 2.51 3.48 3.19  0.113

---

Question: Which of these has the highest net charge?
Answer: C27H30Br2NO2

---

Please write out number 5 again, unchanged.
The following is a DFT calculation (ωB97M-V with the def2-TZVPD basis set) of C21H24N6RhS3 as an isolated structure at a distorted geometry.

<S²>: 6.024
Orbital gap (alpha / beta), eV: 4.814 / 5.057
Net charge: -1
Spin multiplicity: 5

Each line ends with the Löwdin spin population.
Geometry (Å):
Rh: -0.24 0.04 0.07  2.157
C: -1.45 0.58 2.95  0.005
N: -1.24 -0.69 2.27  0.073
C: -2.42 -1.36 1.73  0.006
C: -2.07 -2.14 0.52  0.006
N: -1.19 -1.78 -0.42  0.070
C: -1.18 -2.80 -1.34  0.005
C: -0.43 -2.98 -2.51  0.002
C: -0.63 -4.15 -3.23  0.000
C: -1.54 -5.12 -2.83  0.001
C: -2.31 -4.95 -1.68  0.001
C: -2.10 -3.79 -0.95  0.003
N: -2.63 -3.37 0.23  0.001
C: -0.45 1.59 2.50  0.007
N: 0.04 1.71 1.26  0.084
C: 0.64 2.94 1.20  0.006
C: 1.25 3.61 0.14  0.002
C: 1.76 4.88 0.38  0.000
C: 1.67 5.48 1.63  0.001
C: 1.04 4.84 2.70  0.000
C: 0.52 3.58 2.45  0.003
N: -0.16 2.70 3.25  0.002
H: -1.45 0.49 4.05  0.001
H: -2.45 0.94 2.63  0.000
H: -0.64 -1.32 2.78  0.001
H: -3.14 -0.56 1.46  0.001
H: -2.92 -2.02 2.47  0.001
H: 0.28 -2.24 -2.81  0.000
H: -0.05 -4.32 -4.13  0.000
H: -1.66 -6.02 -3.42  0.000
H: -3.02 -5.70 -1.36  0.000
H: -3.39 -3.80 0.73  0.001
H: 1.30 3.16 -0.84  0.001
H: 2.23 5.41 -0.42  0.000
H: 2.09 6.46 1.78  0.000
H: 0.96 5.29 3.68  0.000
H: -0.50 2.87 4.19  0.001
S: -4.55 0.73 -1.82  0.049
C: -3.43 1.25 -0.68  0.032
S: -3.90 1.72 0.86  0.023
S: -1.79 1.41 -1.19  0.166
C: 1.85 0.38 -2.26  0.038
C: 2.48 -0.25 -1.00  0.137
C: 3.58 0.71 -0.48  0.040
C: 3.16 -1.59 -1.39  0.038
N: 1.53 -0.51 0.00  1.003
H: 2.60 0.50 -3.04  0.004
H: 1.42 1.35 -2.01  0.004
H: 1.05 -0.26 -2.63  0.003
H: 4.32 0.90 -1.26  0.005
H: 4.08 0.27 0.38  0.002
H: 3.13 1.65 -0.17  0.001
H: 3.89 -1.43 -2.18  0.006
H: 2.40 -2.29 -1.73  0.002
H: 3.66 -2.01 -0.52  0.002

---

Question: The lowest net charge belongs to which entry?
Answer: C21H24N6RhS3